The following is a DFT calculation (ωB97M-V/def2-TZVPD) of H41O20 as an isolated structure in a non-equilibrium geometry.

ORCA input file:
```
! RIJCOSX wB97M-V def2-TZVPD def2/J DEFGRID3
* xyz 1 1
O 1.2282 -4.7800 -0.9828
H 1.3529 -4.5692 0.0470
O 1.1707 -0.7932 -2.5871
H 0.5825 0.2322 -2.9118
H 1.9709 -0.9545 -3.2086
O 1.6940 4.6263 -2.1112
H 2.0581 4.5970 -1.2760
H 1.2975 5.3352 -2.3829
O 0.1410 1.0195 -4.0523
H 0.4913 1.7412 -3.4076
H 0.8264 1.0011 -4.7496
O 2.5191 5.1903 2.4709
H -2.6501 -4.4780 -0.8542
H 3.1022 4.5607 1.8032
O -1.9834 -4.7010 -0.0398
H -1.9590 -1.8322 -2.4483
H -2.0539 -3.8186 0.3078
O -2.8493 -2.0669 -2.1975
H -3.0936 -1.4872 -1.6248
H 0.4528 -1.7999 -2.6526
O -2.4174 2.0583 1.5640
H -1.5853 2.0446 2.2018
H -2.5199 1.1826 1.4665
O -2.1311 -0.0521 -0.7161
H -1.3057 -0.2151 -0.4699
H 2.2877 4.4456 2.9858
O -1.2036 4.2597 -2.5218
H -0.3984 4.3749 -2.7499
H -2.0454 4.6099 -3.1302
O -0.1346 4.1237 0.1486
H -0.8844 4.6358 0.5143
H -0.3985 4.3625 -0.7650
O 2.1544 0.9485 4.9509
H 3.0427 1.5123 5.1366
H 2.2369 0.0029 5.1428
O 1.2842 -3.9494 1.7324
H 0.7549 -3.2421 2.2690
H 2.1538 -3.9813 2.2406
O -0.2409 1.0110 3.5464
H -0.3585 1.7764 4.1610
H 0.7239 0.7285 3.5013
O 0.6173 1.5771 -1.0469
H 1.4652 1.5020 -0.7276
H 0.1598 2.0931 -0.2636
O -1.7305 -1.5775 3.7638
H -1.4024 -0.7699 3.2636
H -2.7608 -1.6054 3.9152
O -3.1726 -2.4371 0.6962
H -3.0705 -2.1201 1.5614
H -4.0315 -2.9206 0.8917
O 0.4906 -2.9429 -2.5767
H 0.6905 -3.3496 -1.6446
H 1.0878 -3.2410 -3.3391
O 1.1044 -2.2429 3.5821
H 1.3986 -2.2910 4.4358
H 0.1470 -2.6467 3.4326
O 3.0808 0.4337 -3.8352
H 2.7193 1.2740 -3.4237
H 4.0216 0.5360 -3.6741
H 0.7580 -5.6422 -0.7061
H -2.2348 0.7763 -1.1712
*
```

Summary:
Maximum force (eV Å⁻¹): 12.6
E_HOMO (hartree): -0.4599
HOMO-LUMO gap (Eh): 0.3553
Calculated total energy (eV): -41603.2525